A.
# C6H4O

A single C6H4O molecule (wB97M-V/def2-TZVPD, the OMol25 dataset).

## Properties
highest occupied orbital energy	-9.607	eV
Kohn-Sham gap	8.88	eV

Positions of all 11 atoms, in Å:
C  3.35486  -0.73680  0.07400
C  2.08801  -0.72969  0.13169
C  0.77411  -0.46614  0.07376
C  0.12519  0.87663  0.15396
C  -1.33649  0.54424  0.11911
C  -1.41653  -0.73867  -0.20960
O  -0.16520  -1.35560  -0.28713
H  0.49263  1.19866  -0.83452
H  0.49343  1.59124  0.89024
H  -2.16514  1.20792  0.33193
H  -2.24485  -1.39179  -0.44343

B.
# C6H4O

A molecular structure, C6H4O (wB97M-V/def2-TZVPD, the OMol25 dataset).

## Properties
highest occupied orbital energy	-9.097	eV
Kohn-Sham gap	8.93	eV

Positions of all 11 atoms, in Å:
C  3.32897  -0.63809  -0.02091
C  2.08101  -0.62319  0.15225
C  0.74647  -0.36420  0.10011
C  0.05258  0.90331  0.26094
C  -1.38395  0.59104  0.17504
C  -1.43895  -0.67712  -0.24421
O  -0.19083  -1.23904  -0.36950
H  0.73041  0.74941  -0.79860
H  0.43023  1.76042  0.81412
H  -2.22901  1.22344  0.43517
H  -2.25740  -1.32076  -0.53386

C.
# C6H4O

A single C6H4O molecule (wB97M-V/def2-TZVPD, the OMol25 dataset).

## Properties
SMILES string	C#CC(=O)C#CC
highest occupied orbital energy	-10.162	eV
Kohn-Sham gap	10.10	eV

Positions of all 11 atoms, in Å:
C  1.97189  1.63066  0.16298
C  0.80629  0.76831  0.28068
C  -0.19787  0.11755  0.41972
C  -1.42038  -0.62887  0.59416
O  -1.88157  -0.93722  1.66999
C  -1.98536  -1.16589  -0.63608
C  -2.04149  -2.19915  -1.25652
H  2.80961  1.23515  0.74405
H  1.71245  2.61649  0.56043
H  2.28120  1.74314  -0.87951
H  -2.05478  -3.18018  -1.65990

D.
# C6H4O

A single C6H4O molecule (wB97M-V/def2-TZVPD, the OMol25 dataset).

## Properties
highest occupied orbital energy	-8.870	eV
Kohn-Sham gap	8.08	eV

Positions of all 11 atoms, in Å:
C  -0.83442  2.10052  1.90428
C  -0.52969  1.32292  1.03674
C  -0.16729  0.41780  -0.01792
C  0.19547  -0.86081  0.20818
C  0.57892  -1.71930  -0.91360
C  0.39927  -1.50924  -2.19444
O  -0.23055  0.98109  -1.24615
H  -1.10019  2.79732  2.66999
H  0.25197  -1.23907  1.22103
H  1.13769  -2.64865  -0.74828
H  0.31823  0.48304  -1.88381

Which of them is the most stable, and which is the least stable? C and B, in that order.